{"formula": "C44H67ClFI2N3O17P", "method": "ωB97M-V/def2-TZVPD", "total_energy_ev": -126719.187, "e_homo_ev": -10.7269, "charge": 1, "symbols": ["C", "C", "I", "C", "I", "C", "C", "P", "O", "Cl", "C", "C", "C", "C", "C", "F", "N", "N", "C", "C", "N", "H", "H", "H", "H", "H", "H", "H", "H", "H", "H", "H", "H", "H", "H", "H", "H", "H", "H", "H", "O", "C", "O", "C", "C", "C", "H", "H", "H", "H", "H", "H", "O", "C", "O", "C", "C", "C", "H", "H", "H", "H", "H", "H", "O", "C", "O", "C", "C", "C", "H", "H", "H", "H", "H", "H", "O", "C", "O", "C", "C", "C", "H", "H", "H", "H", "H", "H", "O", "C", "O", "C", "C", "C", "H", "H", "H", "H", "H", "H", "O", "C", "O", "C", "C", "C", "H", "H", "H", "H", "H", "H", "O", "C", "O", "C", "C", "C", "H", "H", "H", "H", "H", "H", "O", "C", "O", "C", "C", "C", "H", "H", "H", "H", "H", "H"], "xyz": [[1.18905, 7.07853, 1.26179], [-0.06036, 6.56956, 1.96537], [-1.66512, 7.92055, 1.41137], [-0.51924, 5.14034, 1.53486], [-1.19338, 4.02404, 3.24520], [0.43921, 4.43185, 0.62512], [1.68446, 3.85959, 1.05562], [2.59190, 3.73102, 2.68180], [1.96701, 4.78802, 3.74217], [1.89490, 1.89304, 3.26834], [2.47182, 3.23589, 0.12281], [2.04795, 3.17900, -1.22143], [2.88655, 2.48007, -2.23776], [4.26392, 3.18670, -2.36476], [4.55643, 3.60662, -3.78110], [3.71193, 4.66115, -4.09866], [0.91918, 3.73338, -1.59749], [0.17286, 4.35223, -0.68144], [-1.00924, 4.98442, -1.31525], [-2.25523, 4.09623, -1.30366], [-3.48456, 4.86789, -1.43424], [2.08252, 6.53800, 1.56196], [1.35328, 8.11637, 1.52876], [1.05324, 7.05968, 0.18573], [0.00464, 6.64855, 3.03782], [-1.44968, 5.31230, 1.01909], [2.69856, 5.36321, 3.99665], [3.41097, 2.79795, 0.42857], [3.05001, 1.48269, -1.84260], [2.37586, 2.42749, -3.18943], [5.06877, 2.55834, -1.99416], [4.25769, 4.09366, -1.76484], [5.56586, 4.00187, -3.84410], [4.41278, 2.79866, -4.49198], [-0.70495, 5.22450, -2.32505], [-1.20894, 5.92935, -0.82110], [-2.26628, 3.56004, -0.35874], [-2.19679, 3.37584, -2.11355], [-3.91314, 4.99598, -0.52877], [-3.29744, 5.76694, -1.85562], [2.36021, -0.61678, -2.92028], [3.08356, -0.60764, -3.87969], [2.85482, 0.15517, -4.96616], [3.83792, -0.13851, -5.98906], [5.01923, -0.73430, -5.23987], [4.33149, -1.44154, -4.07858], [3.39758, -0.84223, -6.69558], [4.08547, 0.77989, -6.51597], [5.63080, -1.39023, -5.85279], [5.65898, 0.06542, -4.85752], [4.03514, -2.45521, -4.34313], [4.94262, -1.44635, -3.17980], [2.36009, -4.07071, 0.91013], [2.09564, -2.94383, 0.62143], [3.03887, -1.98705, 0.42276], [2.40673, -0.71581, 0.20154], [0.99924, -1.03931, -0.27834], [0.71106, -2.34361, 0.46008], [2.40525, -0.16178, 1.14629], [2.97716, -0.15840, -0.54033], [0.28313, -0.24414, -0.07539], [1.00951, -1.21572, -1.35440], [0.29169, -2.17168, 1.45254], [0.06725, -3.01355, -0.10213], [-3.91465, 3.61447, 1.51129], [-4.86174, 3.34816, 2.21239], [-6.11873, 3.51801, 1.80144], [-7.04216, 3.23072, 2.88284], [-6.26555, 2.33355, 3.82988], [-4.83624, 2.84108, 3.64034], [-7.33278, 4.17788, 3.34096], [-7.92752, 2.74938, 2.47720], [-6.62317, 2.38279, 4.85498], [-6.33563, 1.30482, 3.50252], [-4.60350, 3.67868, 4.30260], [-4.09144, 2.05762, 3.75676], [-2.45598, -7.64543, 3.28870], [-1.42315, -7.38386, 2.74532], [-1.35291, -6.56893, 1.66766], [0.00201, -6.52228, 1.16682], [0.87400, -6.92518, 2.34536], [-0.03704, -7.89304, 3.09586], [0.08488, -7.21562, 0.33375], [0.21943, -5.51669, 0.81629], [1.82621, -7.35010, 2.05242], [1.07221, -6.04801, 2.96516], [0.06431, -8.91422, 2.72752], [0.11380, -7.86738, 4.17135], [-8.10114, -0.21836, 3.83380], [-7.82335, -0.95997, 2.93782], [-6.83918, -0.68743, 2.04374], [-6.80350, -1.70266, 1.02122], [-7.46858, -2.92137, 1.64685], [-8.48608, -2.27686, 2.58772], [-7.34741, -1.33168, 0.15049], [-5.76916, -1.88238, 0.73906], [-7.90422, -3.59455, 0.91220], [-6.73764, -3.48503, 2.22755], [-9.43239, -2.06507, 2.08839], [-8.66345, -2.86465, 3.48302], [-7.21749, 6.21072, 4.90878], [-6.34305, 7.00718, 4.75046], [-5.95552, 7.87980, 5.71205], [-4.95195, 8.77481, 5.20074], [-4.33833, 8.04419, 4.01325], [-5.52352, 7.23449, 3.49292], [-5.43630, 9.70883, 4.90898], [-4.23208, 8.98488, 5.98769], [-3.89900, 8.71055, 3.27377], [-3.55692, 7.36444, 4.35861], [-6.12778, 7.79667, 2.77992], [-5.22401, 6.28506, 3.05652], [1.67532, -9.15994, 0.45391], [2.45137, -8.93110, -0.42516], [2.29742, -7.88952, -1.27666], [3.31769, -7.92056, -2.28823], [4.45224, -8.74017, -1.68680], [3.69229, -9.72055, -0.79425], [2.89953, -8.38409, -3.18433], [3.61024, -6.89984, -2.52348], [5.08223, -9.21487, -2.43637], [5.08505, -8.09915, -1.07159], [3.38402, -10.61664, -1.33407], [4.24829, -9.99789, 0.09608], [4.64930, -3.87095, -6.20854], [5.42441, -4.49116, -5.53787], [6.49606, -3.93141, -4.93704], [7.29156, -4.95085, -4.29624], [6.33714, -6.11691, -4.07297], [5.38759, -5.98093, -5.26429], [8.11721, -5.20922, -4.96104], [7.69754, -4.55107, -3.37082], [6.84282, -7.07791, -4.01232], [5.78440, -5.96802, -3.14399], [5.75627, -6.50438, -6.14710], [4.37691, -6.30447, -5.03487]], "forces_ev_per_a": [[-0.21, 0.28, 0.35], [0.06, -0.02, -0.58], [0.09, 0.05, 0.14], [-0.38, 0.59, 0.18], [0.29, -0.03, -0.23], [0.91, -0.60, 0.39], [-0.66, -0.08, 0.10], [0.71, -0.12, 0.00], [-0.36, -0.07, -0.41], [-0.14, 0.25, 0.05], [-0.73, 0.48, -0.11], [-0.22, -0.28, -0.01], [0.46, 0.38, 0.52], [-0.41, -0.11, -0.14], [0.34, 0.35, 0.41], [-0.33, -0.03, -0.23], [0.27, -0.07, 0.15], [-0.02, 0.13, -0.10], [-0.17, 0.33, -0.03], [-0.15, 0.14, 0.19], [0.40, -0.10, 0.03], [0.10, -0.25, -0.09], [0.03, 0.16, 0.06], [0.17, -0.14, -0.23], [0.10, 0.01, 0.21], [-0.15, -0.55, -0.17], [0.03, 0.10, 0.31], [0.20, -0.08, -0.11], [-0.14, -0.27, -0.28], [-0.17, -0.09, -0.12], [0.10, -0.14, 0.01], [0.19, 0.16, 0.10], [0.23, -0.10, -0.16], [-0.09, -0.07, -0.19], [0.18, -0.08, -0.17], [0.00, 0.04, 0.20], [-0.23, -0.24, 0.10], [0.20, -0.21, -0.07], [-0.12, 0.03, 0.12], [-0.25, 0.09, -0.08], [-0.06, 0.38, -0.15], [0.20, -0.57, -0.08], [0.00, 0.11, 0.15], [0.20, -0.07, -0.18], [0.10, -0.02, 0.02], [0.25, 0.47, -0.17], [-0.03, -0.04, 0.05], [-0.17, 0.08, 0.07], [-0.10, -0.05, -0.04], [-0.01, 0.01, -0.02], [-0.04, -0.02, 0.05], [-0.18, -0.19, 0.14], [0.32, -0.13, -0.06], [-0.40, 0.04, 0.18], [0.02, 0.03, -0.05], [-0.14, 0.18, -0.01], [-0.18, -0.12, -0.07], [0.15, 0.35, -0.30], [0.01, -0.06, 0.00], [0.11, -0.21, 0.03], [0.02, 0.04, 0.11], [0.03, 0.06, 0.19], [-0.03, -0.12, 0.03], [-0.04, -0.13, 0.17], [-0.04, 0.09, -0.30], [0.12, 0.14, 0.14], [0.02, 0.02, -0.06], [-0.31, -0.01, 0.30], [0.27, 0.16, 0.10], [-0.36, -0.24, -0.09], [0.07, 0.01, -0.01], [0.08, 0.00, -0.19], [-0.05, 0.07, -0.02], [-0.03, -0.10, -0.02], [0.08, 0.02, -0.02], [0.15, 0.13, 0.01], [-0.13, 0.12, 0.00], [0.07, -0.31, 0.07], [0.04, 0.10, -0.02], [0.14, 0.09, -0.04], [-0.08, 0.08, 0.20], [0.19, 0.41, -0.12], [0.00, -0.09, 0.00], [-0.14, 0.03, 0.03], [0.01, -0.04, -0.10], [0.00, 0.01, -0.02], [-0.03, -0.03, 0.03], [-0.12, -0.19, 0.03], [0.12, 0.06, -0.01], [-0.39, -0.11, 0.01], [0.04, -0.01, 0.02], [0.01, -0.16, -0.11], [-0.10, -0.02, 0.07], [0.45, -0.21, -0.16], [-0.03, 0.02, 0.02], [0.04, 0.13, 0.07], [-0.01, 0.05, -0.04], [0.02, 0.00, -0.02], [-0.05, 0.02, 0.07], [-0.18, 0.12, 0.06], [-0.07, -0.18, 0.17], [-0.01, 0.17, -0.23], [0.02, -0.06, -0.02], [0.09, 0.04, -0.07], [-0.09, -0.02, -0.10], [0.43, 0.08, 0.25], [-0.03, -0.02, -0.02], [-0.11, -0.05, 0.11], [-0.09, 0.06, 0.12], [0.04, 0.03, 0.00], [-0.05, -0.07, -0.03], [-0.19, -0.04, -0.13], [-0.01, 0.01, -0.03], [-0.03, -0.38, 0.03], [0.05, 0.10, -0.07], [0.10, -0.03, -0.06], [0.03, -0.11, 0.03], [0.26, 0.42, -0.13], [-0.01, -0.03, 0.00], [-0.14, 0.08, 0.08], [-0.06, -0.02, -0.05], [0.00, 0.02, 0.00], [-0.02, -0.05, 0.07], [-0.14, -0.17, 0.05], [0.08, 0.30, 0.14], [-0.21, -0.42, -0.42], [-0.03, 0.05, 0.07], [0.10, -0.15, 0.12], [-0.09, -0.07, -0.09], [0.29, 0.05, 0.57], [-0.02, 0.00, -0.03], [-0.03, 0.15, -0.05], [0.07, 0.02, -0.04], [0.03, 0.02, 0.03], [-0.08, 0.00, -0.05], [-0.09, 0.01, -0.24]]}